(1)
8
Properties=species:S:1:pos:R:3 method="wB97M-V/def2-TZVPD" charge=0 homo_ev="-8.8 / -8.8" orbital_gap_ev="8.761 / 8.775"
C 0.105 0.713 0.308
N 1.537 2.183 -1.491
N -0.592 -1.426 0.759
O 0.414 -0.499 0.246
H -0.789 0.850 0.830
H 0.622 2.067 -1.887
H -0.092 -2.185 1.166
H -1.205 -1.703 0.070

---

(2)
48
Properties=species:S:1:pos:R:3 method="wB97M-V/def2-TZVPD" charge=0 smiles="O=C(Nc1cc(-c2ccncc2)no1)[C@H](Cc1ccccc1)NCc1cncs1" homo_ev=-8.6 orbital_gap_ev=8.828
O -1.478 -0.585 1.735
N -2.501 -5.182 2.589
N -1.640 3.817 0.703
N -1.067 7.099 -3.045
O -1.364 2.598 1.432
S 0.169 -5.347 3.106
C -0.326 -0.384 1.472
C -1.443 -6.035 2.655
C -1.035 3.775 -0.434
C -2.036 -3.877 2.788
C -0.324 2.610 -0.582
C -0.584 1.849 0.537
C -0.725 -3.843 3.213
C 0.100 6.470 -2.747
C -2.176 6.591 -2.580
C 2.256 -1.462 -3.385
C 3.178 -1.892 -2.322
C 0.841 -1.206 -3.055
C 0.179 5.394 -1.902
C -2.215 5.578 -1.670
C 2.632 -2.313 -1.097
C 0.400 -1.809 -1.886
C -1.008 4.926 -1.266
C 1.250 -2.164 -0.798
N 0.128 0.686 0.771
N 0.978 -2.098 3.028
C -0.110 -2.600 3.872
C 0.674 -2.664 0.550
C 0.821 -1.523 1.635
H -1.605 -7.015 2.302
H -2.696 -3.052 2.731
H 0.602 2.588 -1.258
H 0.946 6.986 -3.101
H -3.093 7.133 -2.861
H 2.611 -1.099 -4.305
H 4.297 -2.014 -2.527
H 0.116 -0.809 -3.794
H 1.187 4.908 -1.757
H -3.144 5.168 -1.374
H 3.222 -2.728 -0.268
H -0.673 -1.800 -1.747
H 0.957 0.509 0.199
H 1.735 -2.828 2.957
H -0.918 -1.878 3.939
H 0.182 -2.853 4.865
H -0.380 -3.007 0.352
H 1.290 -3.506 0.898
H 1.794 -1.114 1.433

---

(3)
18
Properties=species:S:1:pos:R:3 method="wB97M-V/def2-TZVPD" charge=0 smiles=CCO.CCO homo_ev=-10.2 orbital_gap_ev=10.996
C -1.454 1.049 0.136
O -2.446 0.799 1.168
C -2.172 1.534 -1.208
H -0.749 1.743 0.517
H -1.074 0.076 -0.088
H -2.054 1.243 1.973
H -1.435 1.935 -1.950
H -2.837 0.862 -1.869
H -2.644 2.403 -0.814
C 1.376 -1.738 0.421
O 2.139 -2.934 0.099
C 2.049 -0.365 0.018
H 0.379 -1.831 0.027
H 1.068 -1.653 1.656
H 3.028 -2.919 0.283
H 2.552 -0.551 -0.967
H 1.319 0.429 -0.051
H 2.953 -0.081 0.650

---

(4)
55
Properties=species:S:1:pos:R:3 method="wB97M-V/def2-TZVPD" charge=+1 homo_ev=-12.8 orbital_gap_ev=10.261
O -4.314 0.612 0.249
C -3.715 -0.427 0.278
C -2.237 -0.299 0.448
C -1.685 -0.899 -0.801
C -0.380 -1.809 -0.458
C 0.854 -0.890 -0.278
C 1.252 -0.141 0.943
N -1.757 1.175 0.422
H -4.202 -1.371 0.159
H -1.673 -0.818 1.329
H -1.582 -0.306 -1.732
H -2.441 -1.767 -1.173
H -0.279 -2.386 -1.320
H -0.550 -2.490 0.426
H 0.649 -0.112 -1.066
H 1.709 -1.529 -0.673
H 0.399 0.375 1.401
H 1.788 -0.767 1.726
H 2.153 0.457 0.679
H -1.592 1.345 1.391
H -1.010 1.423 -0.193
H -2.573 1.717 0.079
H -1.973 3.664 -1.893
H -0.950 3.264 -0.864
O -1.916 3.245 -0.988
H 2.458 3.057 1.379
H 2.427 2.852 -0.096
O 1.866 3.078 0.627
H 2.789 0.864 -1.679
H 2.915 2.422 -2.050
O 3.016 1.725 -1.333
H -2.304 0.457 3.581
H -0.754 0.779 3.495
O -1.474 0.287 3.185
H 0.971 2.715 -1.795
H 0.291 2.151 -3.066
O 0.064 2.300 -2.102
H 2.898 -4.279 -0.673
H 2.115 -3.388 0.487
O 2.070 -3.638 -0.639
H 0.521 0.188 -4.812
H 1.364 0.042 -3.680
O 0.796 0.642 -3.986
H -2.057 4.063 2.402
H -1.273 3.409 3.423
O -2.100 3.249 2.903
H -0.891 -1.866 3.443
H -1.035 -3.362 3.506
O -0.348 -2.683 3.573
H 2.813 -1.651 -3.998
H 1.972 -2.404 -3.087
O 1.969 -1.788 -3.806
H 1.912 -4.102 2.774
H 1.073 -2.952 1.904
O 1.960 -3.437 2.029

---

(5)
16
Properties=species:S:1:pos:R:3 method="wB97M-V/def2-TZVPD" charge=0 smiles="CC(C)=N.N#CN" homo_ev=-8.3 orbital_gap_ev=8.905
C 0.222 1.283 0.916
C 1.837 0.321 -0.794
C 0.607 0.136 0.035
N 0.179 -1.086 0.376
H 0.618 -1.811 -0.185
H 1.042 1.463 1.619
H -0.701 1.069 1.449
H 0.085 2.186 0.324
H 1.883 -0.420 -1.589
H 1.899 1.326 -1.207
H 2.704 0.170 -0.140
N -2.347 -1.349 0.162
C -1.499 -0.578 -0.563
N -1.301 0.275 -1.383
H -3.330 -1.153 0.050
H -1.899 -1.833 0.930

---

(6)
14
Properties=species:S:1:pos:R:3 method="wB97M-V/def2-TZVPD" charge=+1 homo_ev="-14.4 / -14.4" orbital_gap_ev="7.827 / 7.827"
C 0.512 0.339 -1.032
C -0.360 0.444 -2.336
C -0.394 0.169 1.525
C -0.107 0.280 0.252
C 0.505 -0.589 2.442
N -1.277 -0.371 -2.559
H 0.983 -0.741 -1.029
H 1.257 1.105 -1.057
H -0.215 1.438 -2.906
H -1.197 0.722 2.061
H -0.202 -1.442 2.821
H 0.959 0.047 3.260
H 1.283 -0.949 1.922
H -1.746 -0.451 -3.363

---

Relative energy (zero: lowest compared OMol25 entry of this formula, charge and spin) in kJ/mol, matching the order above: 988.3, 653.7, 199.4, 324.7, 281.4, 470.3
Max |F| in eV Å⁻¹, matching the order above: 3.292, 4.068, 4.800, 6.092, 5.112, 5.782